Record 1
Density functional theory data (ωB97M-V/def2-TZVPD) for C26H27N3O2 in the gas phase.

Its net charge is 0. The value obtained for the HOMO energy is -8.39 eV. The largest force on an atom is 0.573 eV Å⁻¹. The SMILES is Cc1ccccc1C(=O)Nc1ccccc1C(=O)N1CCN(Cc2ccccc2)CC1. The value obtained for the calculated total energy is -1321.76036 Ha.

Last column: Löwdin charge in e.
Geometry (Å):
C  -1.575  0.153  -2.787  -0.027
C  -1.128  1.470  -2.233  -0.207
C  -2.078  2.430  -1.901  -0.043
C  -1.717  3.652  -1.368  -0.075
C  -0.380  3.943  -1.155  -0.077
C  0.580  2.997  -1.460  -0.034
C  0.219  1.760  -1.991  -0.110
C  1.298  0.761  -2.269  -0.424
O  1.407  0.124  -3.295  0.085
N  2.138  0.626  -1.197  0.149
C  3.153  -0.320  -1.014  -0.165
C  3.899  -0.838  -2.065  0.003
C  4.901  -1.756  -1.804  -0.071
C  5.173  -2.157  -0.507  -0.082
C  4.421  -1.656  0.544  -0.028
C  3.401  -0.753  0.296  -0.103
C  2.540  -0.164  1.375  -0.432
O  2.785  0.925  1.871  0.074
N  1.439  -0.878  1.703  -0.034
C  1.009  -2.092  1.047  -0.104
C  -0.153  -1.766  0.091  -0.146
N  -1.248  -1.063  0.727  -0.168
C  -2.169  -1.898  1.477  -0.150
C  -3.458  -1.162  1.745  -0.222
C  -4.132  -1.324  2.947  -0.046
C  -5.326  -0.661  3.178  -0.087
C  -5.852  0.177  2.211  -0.095
C  -5.182  0.347  1.011  -0.078
C  -3.994  -0.321  0.777  -0.039
C  -0.772  0.093  1.464  -0.130
C  0.370  -0.237  2.441  -0.100
H  -0.814  -0.278  -3.430  0.072
H  -1.773  -0.542  -1.970  0.067
H  -2.493  0.277  -3.357  0.084
H  -3.122  2.209  -2.072  0.111
H  -2.476  4.380  -1.123  0.104
H  -0.085  4.900  -0.751  0.104
H  1.625  3.228  -1.304  0.120
H  1.923  1.175  -0.375  0.123
H  3.685  -0.522  -3.072  0.109
H  5.481  -2.154  -2.623  0.105
H  5.966  -2.862  -0.311  0.102
H  4.617  -1.970  1.559  0.122
H  0.677  -2.797  1.817  0.128
H  1.836  -2.537  0.496  0.124
H  0.231  -1.127  -0.710  0.106
H  -0.530  -2.686  -0.360  0.128
H  -1.754  -2.263  2.431  0.117
H  -2.393  -2.775  0.859  0.134
H  -3.724  -1.974  3.708  0.109
H  -5.842  -0.797  4.116  0.101
H  -6.781  0.697  2.393  0.100
H  -5.588  1.002  0.254  0.101
H  -3.463  -0.188  -0.152  0.100
H  -0.413  0.827  0.733  0.121
H  -1.612  0.534  2.003  0.127
H  0.024  -0.909  3.231  0.125
H  0.765  0.674  2.892  0.124


Record 2
Density functional theory data (ωB97M-V/def2-TZVPD) for 2 unconnected molecules or ions with the total composition C9H6BNO2 in a non-equilibrium geometry.

Its net charge is 0. The value obtained for the HOMO energy (spin up / spin down) is -8.18 / -8.18 eV. The largest force on an atom is 3.959 eV Å⁻¹. The value obtained for the calculated total energy is -576.45812 Ha.

Last column: Löwdin charge in e.
Geometry (Å):
B  -0.651  -0.540  1.078  0.054
C  -0.774  -1.735  1.936  -0.130
C  2.990  -1.877  -1.917  -0.093
C  -2.637  2.583  1.256  -0.032
C  2.243  -2.026  -0.713  -0.115
C  -2.393  1.284  1.713  0.008
C  2.364  -0.909  -2.640  -0.147
C  -1.681  2.824  0.300  -0.072
C  1.232  -1.133  -0.833  -0.103
C  -1.295  0.800  0.999  -0.227
N  -0.827  -2.677  2.605  0.172
O  1.284  -0.445  -1.968  -0.030
O  -0.889  1.777  0.139  0.049
H  3.860  -2.437  -2.192  0.094
H  -3.406  3.250  1.590  0.109
H  2.433  -2.697  0.096  0.089
H  -2.938  0.742  2.460  0.124
H  2.576  -0.468  -3.594  0.112
H  -1.490  3.685  -0.315  0.138


Record 3
Density functional theory data (ωB97M-V/def2-TZVPD) for 2 unconnected molecules or ions with the total composition CH3FN2OS in a non-equilibrium geometry.

Its net charge is 0. The value obtained for the HOMO energy (spin up / spin down) is -8.58 / -8.58 eV. The largest force on an atom is 2.269 eV Å⁻¹. The SMILES is [H]/N=C\F.ON=S. The value obtained for the calculated total energy is -722.59005 Ha.

Last column: Löwdin charge in e.
Geometry (Å):
H  0.355  1.176  0.382  0.091
N  -0.087  0.392  -0.090  0.120
C  -1.302  0.206  -0.254  -0.235
F  -2.336  1.055  0.013  0.038
H  -1.554  -0.804  -0.654  0.143
O  2.285  -0.888  0.082  -0.211
N  2.921  0.324  0.300  -0.655
S  4.391  0.501  -0.118  0.648
H  1.256  -0.610  0.038  0.061


Record 4
Density functional theory data (ωB97M-V/def2-TZVPD) for a molecular structure, C39H40N8O6S5Sn in a non-equilibrium geometry.

Its net charge is -2. The value obtained for the HOMO energy is -2.98 eV. The largest force on an atom is 3.585 eV Å⁻¹. The value obtained for the calculated total energy is -4604.89805 Ha.

Last column: Löwdin charge in e.
Geometry (Å):
Sn  3.163  16.719  16.092  1.185
O  6.819  14.080  11.813  0.095
C  6.201  14.697  12.662  -0.285
C  6.705  15.344  13.906  -0.317
O  7.848  15.381  14.305  0.094
C  5.489  15.862  14.521  -0.332
C  4.400  15.605  13.693  -0.320
O  3.234  16.022  14.045  -0.193
C  4.722  14.935  12.482  -0.315
O  4.016  14.526  11.574  0.079
O  5.299  16.335  15.672  -0.194
C  8.562  19.797  20.209  -0.057
C  7.478  18.920  19.713  -0.292
C  6.206  19.089  20.254  -0.045
C  5.211  18.241  19.869  -0.159
N  5.353  17.332  18.881  0.067
C  6.535  17.314  18.266  -0.128
C  7.667  18.012  18.699  -0.011
H  8.494  20.864  19.825  0.114
H  9.537  19.454  19.947  0.061
H  8.454  19.799  21.269  0.064
H  5.929  19.860  20.983  0.122
H  4.232  18.228  20.337  0.058
H  6.547  16.656  17.422  0.079
H  8.583  17.824  18.191  0.103
C  1.078  12.656  14.564  -0.066
C  -0.077  13.669  14.632  -0.207
N  -0.153  14.452  15.893  -0.083
C  -0.744  13.709  17.058  -0.205
C  0.303  13.338  18.126  -0.073
C  0.127  15.790  16.007  -0.501
C  -0.372  16.472  17.233  -0.050
N  0.760  16.479  15.133  0.040
H  1.057  12.210  13.553  0.077
H  0.827  11.825  15.272  0.077
H  2.040  13.131  14.760  0.061
H  -1.058  13.168  14.563  0.108
H  -0.031  14.359  13.777  0.113
H  -1.106  12.775  16.582  0.104
H  -1.656  14.268  17.373  0.114
H  1.201  13.028  17.562  0.058
H  -0.062  12.462  18.678  0.071
H  0.574  14.205  18.791  0.052
H  -0.034  16.006  18.191  0.039
H  -1.466  16.554  17.310  0.094
H  0.035  17.495  17.222  0.075
H  0.984  15.963  14.321  0.008
C  10.563  12.221  16.536  -0.034
C  10.420  10.795  16.935  -0.752
O  11.316  10.008  17.050  -0.030
S  8.841  10.037  17.319  1.005
C  7.576  11.299  17.028  -0.538
C  7.123  11.716  15.789  -0.072
C  6.047  12.606  15.733  0.013
C  5.375  12.935  16.932  -0.237
C  5.886  12.510  18.151  -0.042
C  6.987  11.683  18.223  -0.133
C  4.264  13.823  16.954  -0.155
C  3.340  14.608  16.881  -0.156
H  11.607  12.343  16.283  0.087
H  10.133  12.958  17.198  0.095
H  10.074  12.346  15.618  0.063
H  7.645  11.364  14.889  0.122
H  5.662  13.042  14.811  0.115
H  5.327  12.828  19.056  0.128
H  7.437  11.422  19.197  0.104
C  1.296  14.857  21.658  -0.093
C  0.062  15.812  21.425  -0.237
C  0.435  17.218  21.139  -0.637
N  -0.094  18.269  21.713  -0.024
N  0.385  19.456  21.282  -0.004
C  1.248  19.242  20.320  -0.659
N  1.743  20.229  19.376  0.086
S  1.557  17.610  19.916  1.069
H  1.032  13.907  22.079  0.058
H  1.996  15.363  22.302  0.066
H  1.831  14.687  20.739  0.046
H  -0.612  15.726  22.282  0.105
H  -0.530  15.427  20.570  0.092
H  1.791  21.154  19.829  0.053
H  2.626  19.995  18.924  0.056
S  3.677  26.715  22.086  0.462
C  3.536  25.392  21.058  -1.135
S  4.590  25.206  19.717  0.912
C  3.980  23.587  19.392  -1.226
N  2.962  23.349  20.166  -0.027
N  2.756  24.313  21.094  -0.181
C  1.860  24.052  22.175  -0.205
C  1.753  22.703  22.601  -0.010
C  0.933  22.411  23.724  -0.097
C  0.134  23.384  24.320  -0.118
C  0.171  24.700  23.812  -0.076
C  1.013  25.023  22.704  -0.051
S  4.712  22.675  18.160  0.359
H  2.359  21.908  22.171  0.095
H  0.860  21.320  24.059  0.117
H  -0.486  23.189  25.206  0.093
H  -0.492  25.438  24.187  0.076
H  1.024  25.987  22.215  0.074


Record 5
Density functional theory data (ωB97M-V/def2-TZVPD) for C3H9ClN2 in the gas phase in a non-equilibrium geometry.

Its net charge is 0. The value obtained for the HOMO energy is -9.49 eV. The largest force on an atom is 4.312 eV Å⁻¹. The SMILES is CC(C)N(N)Cl. The value obtained for the calculated total energy is -689.31382 Ha.

Last column: Löwdin charge in e.
Geometry (Å):
C  -1.712  -0.327  0.312  -0.102
C  -0.318  -0.100  -0.278  -0.573
C  0.488  -1.396  -0.266  -0.077
N  0.371  0.842  0.573  -0.483
N  1.929  1.161  -0.157  0.041
Cl  -0.421  2.383  0.641  0.591
H  -2.168  -1.196  -0.155  0.078
H  -1.627  -0.504  1.383  0.082
H  -2.356  0.535  0.149  0.046
H  -0.407  0.270  -1.310  0.130
H  0.506  -1.808  0.738  0.080
H  1.506  -1.194  -0.583  0.055
H  0.031  -2.116  -0.939  0.078
H  1.744  1.955  -0.765  0.018
H  2.435  1.494  0.657  0.037


Record 6
Density functional theory data (ωB97M-V/def2-TZVPD) for C2H2ClF in the gas phase in a non-equilibrium geometry.

Its net charge is 0. The value obtained for the HOMO energy is -9.59 eV. The largest force on an atom is 2.920 eV Å⁻¹. The SMILES is F/C=C/Cl. The value obtained for the calculated total energy is -637.42531 Ha.

Last column: Löwdin charge in e.
Geometry (Å):
F  1.810  0.004  -0.066  0.020
C  0.544  -0.420  -0.011  -0.233
C  -0.453  0.479  0.006  -0.545
Cl  -2.064  -0.119  -0.049  0.611
H  0.373  -1.442  0.092  0.088
H  -0.211  1.498  0.028  0.059


Record 7
Density functional theory data (ωB97M-V/def2-TZVPD) for 2 unconnected molecules or ions with the total composition C6H7ClN2 in a non-equilibrium geometry.

Its net charge is 0. The value obtained for the HOMO energy (spin up / spin down) is -8.38 / -8.38 eV. The largest force on an atom is 3.882 eV Å⁻¹. The value obtained for the calculated total energy is -802.33639 Ha.

Last column: Löwdin charge in e.
Geometry (Å):
C  -0.863  -1.432  -1.422  -0.064
C  0.448  -1.970  -1.630  -0.186
C  -0.664  -0.407  -0.487  -0.369
C  1.491  1.987  1.431  -0.017
C  1.467  0.697  1.604  -0.587
C  -1.701  0.512  0.103  -0.027
N  1.288  -1.370  -0.806  -0.015
N  0.615  -0.461  -0.170  -0.033
Cl  1.986  -0.508  2.548  0.799
H  -1.736  -1.802  -1.964  0.090
H  0.563  -2.735  -2.393  0.091
H  2.074  2.770  1.887  0.077
H  0.877  2.496  0.733  0.057
H  -2.612  0.180  -0.463  0.101
H  -1.832  0.528  1.110  0.031
H  -1.401  1.512  -0.080  0.053


Record 8
Density functional theory data (ωB97M-V/def2-TZVPD) for a molecular structure, C20H26OPtS5 in a non-equilibrium geometry.

Its net charge is +2. The value obtained for the HOMO energy (spin up / spin down) is -13.99 / -13.99 eV. The largest force on an atom is 1.982 eV Å⁻¹. The value obtained for the calculated total energy is -2962.63928 Ha.

Last column: Löwdin charge in e.
Geometry (Å):
Pt  0.053  1.606  -0.433  0.553
C  2.713  1.397  1.604  -0.460
C  1.534  1.722  2.508  -0.462
S  -0.014  0.867  1.997  0.875
C  -1.300  2.102  2.472  -0.471
C  -2.598  1.894  1.707  -0.450
S  -2.496  1.848  -0.133  0.905
C  -2.632  3.613  -0.611  -0.472
C  -1.447  4.509  -0.295  -0.454
S  0.100  3.976  -1.154  0.896
C  1.391  4.466  0.079  -0.463
C  2.695  3.712  -0.122  -0.458
S  2.595  1.876  -0.166  0.912
H  2.883  0.321  1.564  0.089
H  3.614  1.866  2.003  0.102
H  1.351  2.794  2.567  0.072
H  1.769  1.347  3.507  0.097
H  -0.898  3.104  2.325  0.061
H  -1.502  1.951  3.534  0.100
H  -3.315  2.672  1.970  0.103
H  -3.036  0.931  1.971  0.088
H  -3.527  4.014  -0.132  0.104
H  -2.814  3.578  -1.687  0.093
H  -1.249  4.564  0.775  0.073
H  -1.674  5.512  -0.664  0.102
H  0.981  4.314  1.078  0.063
H  1.584  5.530  -0.070  0.104
H  3.402  3.982  0.663  0.105
H  3.141  3.978  -1.081  0.092
O  0.046  -0.667  -0.509  -0.755
S  0.044  -1.571  -1.723  1.075
C  1.350  -2.761  -1.327  -0.376
C  1.586  -3.084  -0.002  -0.072
C  2.569  -4.011  0.293  -0.053
C  3.306  -4.592  -0.727  -0.048
C  3.065  -4.249  -2.048  -0.051
C  2.086  -3.319  -2.357  -0.080
C  -1.375  -2.661  -1.419  -0.362
C  -1.583  -3.734  -2.269  -0.067
C  -2.655  -4.576  -2.024  -0.046
C  -3.510  -4.327  -0.962  -0.050
C  -3.294  -3.240  -0.131  -0.057
C  -2.224  -2.393  -0.363  -0.081
H  1.001  -2.621  0.778  0.109
H  2.763  -4.280  1.319  0.114
H  4.078  -5.308  -0.492  0.117
H  3.645  -4.696  -2.839  0.117
H  1.895  -3.039  -3.382  0.114
H  -0.916  -3.919  -3.096  0.116
H  -2.825  -5.421  -2.670  0.118
H  -4.350  -4.982  -0.787  0.117
H  -3.963  -3.052  0.693  0.111
H  -2.037  -1.541  0.273  0.088


Values of relative energy (zero: lowest compared OMol25 entry of this formula, charge and spin), in order: 52.8 247.8 233.1 38.1 211.7 27.4 434.8 77.7, all in kJ/mol.